Entry 1:
The following is a quantum chemistry calculation of C20H21BrN2O4S in the gas phase in a non-equilibrium geometry, from the OMol25 dataset.

Calculated values
Multiplicity   1
Gap between HOMO and LUMO   8.542 eV
Energy relative to the best compared isomer or geometry (same formula, charge and spin)   2.1 kJ/mol
Structure (SMILES)   O=C(COc1ccc(Br)cc1)N1CCN(S(=O)(=O)/C=C/c2ccccc2)CC1
Molecular weight   465.4 g mol⁻¹

Last column: Löwdin charge in e.
Cartesian coordinates (Å):
Br1 -3.389 4.122 -0.921  0.714
S1 2.105 -1.926 -0.738  0.648
O1 -3.676 -3.094 -1.191  0.052
O2 -3.279 -1.283 1.745  -0.059
O3 2.489 -2.182 -2.094  -0.282
O4 2.140 -3.023 0.192  -0.297
N1 0.582 -1.199 -0.781  -0.241
N2 -1.668 -2.811 -0.218  -0.029
C1 3.608 1.844 -0.170  -0.216
C2 -0.967 -2.977 -1.479  -0.095
C3 -3.013 -2.809 -0.209  -0.451
C4 -3.943 1.326 -0.767  -0.114
C5 3.083 -0.595 -0.073  -0.133
C6 -3.935 0.072 -0.181  -0.001
C7 -3.375 -0.099 1.082  -0.277
C8 -3.399 2.404 -0.096  -0.690
C9 -2.844 1.006 1.753  -0.013
C10 -2.853 2.254 1.169  -0.123
C11 -3.720 -2.465 1.109  -0.080
C12 4.695 1.844 0.707  -0.026
C13 -0.058 -1.141 0.514  -0.156
C14 -0.774 -2.456 0.860  -0.105
C15 3.175 3.064 -0.697  -0.032
C16 4.881 4.230 0.518  -0.081
C17 -0.291 -1.654 -1.844  -0.157
C18 3.804 4.245 -0.353  -0.077
C19 2.912 0.628 -0.558  -0.072
C20 5.324 3.026 1.044  -0.076
H1 -4.795 -2.418 0.893  0.141
H2 -4.373 1.456 -1.749  0.106
H3 6.166 3.012 1.720  0.105
H4 -0.774 -0.311 0.503  0.120
H5 3.782 -0.892 0.687  0.093
H6 -1.309 -2.352 1.801  0.124
H7 -1.047 -0.880 -2.019  0.136
H8 -1.694 -3.271 -2.238  0.127
H9 -2.437 3.103 1.688  0.103
H10 -0.206 -3.755 -1.366  0.135
H11 -4.360 -0.756 -0.724  0.109
H12 -0.017 -3.242 0.953  0.118
H13 0.328 -1.772 -2.733  0.115
H14 -3.547 -3.264 1.837  0.142
H15 -2.423 0.859 2.735  0.124
H16 2.153 0.743 -1.321  0.118
H17 5.375 5.152 0.785  0.103
H18 0.717 -0.933 1.253  0.124
H19 5.052 0.912 1.115  0.108
H20 2.337 3.078 -1.377  0.114
H21 3.456 5.180 -0.767  0.105



Entry 2:
The following is a quantum chemistry calculation of 11 unconnected molecules or ions with the total composition C33H88O33S11 in a non-equilibrium geometry, from the OMol25 dataset.

Calculated values
Multiplicity   1
Gap between HOMO and LUMO   10.299 eV
Energy relative to the best compared isomer or geometry (same formula, charge and spin)   13.4 kJ/mol
Structure (SMILES)   CCOS(C)(=O)=O.CCOS(C)(=O)=O.CCOS(C)(=O)=O.CCOS(C)(=O)=O.CCOS(C)(=O)=O.CCOS(C)(=O)=O.CCOS(C)(=O)=O.CCOS(C)(=O)=O.CCOS(C)(=O)=O.CCOS(C)(=O)=O.CCOS(C)(=O)=O
Molecular weight   1365.8 g mol⁻¹

Last column: Löwdin charge in e.
Cartesian coordinates (Å):
S1 2.605 4.952 -1.223  0.524
S2 1.405 -2.366 9.262  0.545
S3 -2.705 -1.758 6.236  0.523
S4 -5.453 3.925 -1.649  0.540
S5 3.365 2.109 4.007  0.560
S6 2.938 -1.284 -7.169  0.541
S7 0.570 -4.346 1.814  0.543
S8 -2.752 0.108 -5.462  0.550
S9 -6.093 -1.506 -1.979  0.542
S10 0.346 0.655 1.468  0.558
S11 6.113 -2.141 -3.006  0.525
O1 -5.593 -0.015 -1.852  -0.268
O2 2.623 4.719 0.167  -0.249
O3 -0.491 0.429 0.134  -0.276
O4 -1.945 -3.133 6.290  -0.296
O5 -4.423 4.091 -0.459  -0.236
O6 3.252 -2.614 -6.808  -0.252
O7 -1.673 -0.709 -5.024  -0.262
O8 3.712 2.861 5.152  -0.261
O9 -2.544 1.094 -6.473  -0.268
O10 0.586 -3.498 8.986  -0.280
O11 -6.578 -1.630 -3.299  -0.252
O12 -6.708 3.725 -1.039  -0.240
O13 2.209 1.274 4.041  -0.282
O14 -5.069 -2.369 -1.507  -0.261
O15 5.328 -1.795 -4.143  -0.271
O16 1.836 -1.717 7.894  -0.251
O17 3.945 5.701 -1.532  -0.246
O18 -4.935 2.955 -2.550  -0.266
O19 1.053 -5.447 1.054  -0.261
O20 -0.583 -3.630 0.988  -0.283
O21 1.821 -0.984 -7.986  -0.256
O22 -2.021 -0.932 5.315  -0.257
O23 2.468 3.896 -2.159  -0.268
O24 0.016 1.955 1.943  -0.255
O25 -4.080 -2.036 6.051  -0.266
O26 2.803 -0.458 -5.826  -0.239
O27 1.707 0.332 1.175  -0.267
O28 -3.914 -0.836 -5.949  -0.246
O29 0.973 -1.300 10.081  -0.255
O30 7.209 -3.023 -3.117  -0.249
O31 4.638 1.223 3.687  -0.243
O32 1.457 -3.318 2.239  -0.270
O33 5.176 -2.774 -1.928  -0.244
C1 -0.464 -4.910 3.112  -0.116
C2 6.596 -0.651 -2.210  -0.123
C3 -2.243 3.707 0.494  -0.064
C4 -5.056 0.410 -0.573  -0.219
C5 5.332 7.105 -2.870  -0.064
C6 2.144 -2.552 6.755  -0.248
C7 -3.543 0.277 -0.496  -0.047
C8 4.122 6.197 -2.885  -0.250
C9 1.504 -1.937 5.543  -0.050
C10 -5.429 5.529 -2.365  -0.113
C11 4.432 -0.562 -7.795  -0.111
C12 -0.405 -3.629 -0.473  -0.219
C13 -4.934 -0.293 -6.814  -0.259
C14 4.652 0.429 2.479  -0.259
C15 -0.419 -0.550 2.441  -0.101
C16 -2.284 -4.254 7.163  -0.217
C17 0.883 1.091 -5.811  -0.073
C18 2.799 -3.136 -1.763  -0.044
C19 -1.321 -5.345 6.755  -0.059
C20 3.911 -2.133 -1.621  -0.235
C21 3.243 3.158 2.563  -0.122
C22 3.031 -2.855 9.820  -0.096
C23 -3.497 0.786 -4.022  -0.129
C24 -2.453 -1.190 7.892  -0.097
C25 -7.464 -1.561 -0.862  -0.113
C26 -1.420 -2.705 -1.058  -0.051
C27 -6.146 -1.185 -6.739  -0.056
C28 -0.100 1.295 -0.949  -0.238
C29 -3.021 4.084 -0.754  -0.265
C30 -0.500 0.647 -2.252  -0.056
C31 1.362 6.150 -1.586  -0.116
C32 4.364 -1.032 2.755  -0.052
C33 2.353 0.888 -5.999  -0.286
H1 3.934 0.787 1.748  0.080
H2 1.776 -2.558 4.682  0.072
H3 2.956 -3.752 10.426  0.072
H4 3.748 -1.316 -2.318  0.108
H5 -6.338 5.684 -2.936  0.078
H6 -1.075 -6.027 7.567  0.086
H7 -2.162 -4.001 8.215  0.112
H8 5.244 7.858 -2.084  0.084
H9 -0.005 -0.551 3.446  0.068
H10 -0.908 -4.029 3.578  0.070
H11 -5.568 -0.129 0.231  0.114
H12 -2.828 -0.173 7.962  0.081
H13 -1.189 -2.581 -2.118  0.099
H14 4.687 -1.054 -8.729  0.075
H15 -2.490 4.411 1.293  0.094
H16 -4.552 5.654 -2.996  0.074
H17 -0.634 1.398 -3.026  0.076
H18 -2.498 2.719 0.869  0.073
H19 -2.893 1.672 -3.815  0.066
H20 0.948 1.586 -0.873  0.115
H21 2.833 -3.660 -2.720  0.102
H22 -3.107 1.117 -1.042  0.059
H23 0.537 0.792 -4.828  0.045
H24 -4.494 1.154 -4.236  0.066
H25 -4.556 -0.224 -7.833  0.123
H26 0.156 -0.171 -2.543  0.088
H27 -6.327 -1.525 -5.723  0.058
H28 0.533 5.921 -0.921  0.065
H29 -0.393 -1.521 1.955  0.050
H30 2.545 3.953 2.803  0.078
H31 -2.656 5.061 -1.088  0.122
H32 -5.184 0.716 -6.476  0.113
H33 4.366 0.516 -7.881  0.059
H34 -1.475 0.176 -2.108  0.042
H35 3.259 6.810 -3.148  0.107
H36 3.974 -1.733 -0.612  0.113
H37 -8.098 -2.357 -1.255  0.075
H38 5.151 -0.845 -7.025  0.068
H39 0.620 2.148 -5.957  0.093
H40 -3.328 -4.458 6.921  0.122
H41 1.854 -2.587 -1.807  0.063
H42 5.637 0.552 2.027  0.123
H43 5.401 7.642 -3.816  0.084
H44 -0.505 -4.668 -0.773  0.126
H45 0.425 -2.049 5.616  0.059
H46 -3.443 0.072 -3.211  0.052
H47 3.332 -2.034 10.468  0.070
H48 -1.175 3.794 0.301  0.066
H49 0.589 -3.243 -0.701  0.074
H50 3.228 -2.637 6.636  0.122
H51 2.751 -3.838 -0.932  0.083
H52 -5.427 1.426 -0.445  0.096
H53 1.063 6.012 -2.621  0.073
H54 1.781 -3.571 6.906  0.108
H55 -0.389 -4.853 6.473  0.065
H56 2.699 2.518 1.877  0.028
H57 1.786 -0.905 5.350  0.074
H58 -6.024 -2.033 -7.412  0.081
H59 -7.154 -1.866 0.131  0.070
H60 5.696 -0.052 -2.090  0.064
H61 -6.984 -0.600 -7.121  0.083
H62 -1.387 -1.244 8.088  0.063
H63 -5.352 6.222 -1.529  0.078
H64 1.755 7.137 -1.363  0.079
H65 -3.237 -0.679 -0.913  0.057
H66 -1.466 -0.274 2.572  0.079
H67 -1.329 -1.727 -0.580  0.052
H68 2.909 1.507 -5.284  0.125
H69 3.711 -2.915 8.980  0.062
H70 7.292 -0.106 -2.844  0.076
H71 -1.688 -5.920 5.907  0.076
H72 0.254 0.613 -6.561  0.068
H73 4.246 3.469 2.309  0.082
H74 6.266 6.576 -2.683  0.083
H75 3.367 -1.196 3.135  0.056
H76 0.149 -5.393 3.871  0.074
H77 2.682 1.339 -6.946  0.108
H78 -7.999 -0.620 -0.930  0.081
H79 -3.073 -1.853 8.489  0.072
H80 4.511 -1.561 1.807  0.074
H81 4.251 5.362 -3.573  0.125
H82 -2.451 -3.033 -0.936  0.079
H83 -2.777 3.370 -1.545  0.100
H84 7.067 -0.884 -1.259  0.075
H85 5.139 -1.434 3.412  0.084
H86 -1.240 -5.554 2.716  0.082
H87 -0.676 2.226 -0.846  0.087
H88 -3.191 0.360 0.532  0.087



Entry 3:
The following is a quantum chemistry calculation of a molecular structure, C2HF6GdNO5S2 in a non-equilibrium geometry, from the OMol25 dataset.

Calculated values
Multiplicity   8
Gap between HOMO and LUMO (alpha / beta)   9.223 / 6.336 eV
Molecular weight   454.4 g mol⁻¹
Net charge   +1

Last column: Löwdin charge in e.
Cartesian coordinates (Å):
Gd1 1.061 1.253 -2.014  1.971
S1 0.901 0.310 1.441  0.695
S2 -1.158 -0.846 -0.146  0.754
F1 1.269 2.702 2.395  0.178
F2 -0.688 2.396 1.539  0.165
F3 -0.206 1.543 3.462  0.195
F4 -1.272 -2.982 -1.634  0.185
F5 -0.775 -3.370 0.429  0.197
F6 0.707 -2.532 -0.897  0.158
O1 -0.728 0.016 -1.365  -0.513
O2 1.806 -0.313 2.383  -0.212
O3 -2.590 -0.945 0.059  -0.210
O4 0.444 1.855 -3.964  -0.381
O5 1.523 0.824 0.187  -0.524
N1 -0.408 -0.553 1.223  -0.269
C1 -0.577 -2.566 -0.595  -0.700
C2 0.265 1.858 2.273  -0.701
H1 0.428 1.349 -4.776  0.012



Please write out number 3 again, unchanged.
The following is a quantum chemistry calculation of a molecular structure, C2HF6GdNO5S2 in a non-equilibrium geometry, from the OMol25 dataset.

Calculated values
Multiplicity   8
Gap between HOMO and LUMO (alpha / beta)   9.223 / 6.336 eV
Molecular weight   454.4 g mol⁻¹
Net charge   +1

Last column: Löwdin charge in e.
Cartesian coordinates (Å):
Gd1 1.061 1.253 -2.014  1.971
S1 0.901 0.310 1.441  0.695
S2 -1.158 -0.846 -0.146  0.754
F1 1.269 2.702 2.395  0.178
F2 -0.688 2.396 1.539  0.165
F3 -0.206 1.543 3.462  0.195
F4 -1.272 -2.982 -1.634  0.185
F5 -0.775 -3.370 0.429  0.197
F6 0.707 -2.532 -0.897  0.158
O1 -0.728 0.016 -1.365  -0.513
O2 1.806 -0.313 2.383  -0.212
O3 -2.590 -0.945 0.059  -0.210
O4 0.444 1.855 -3.964  -0.381
O5 1.523 0.824 0.187  -0.524
N1 -0.408 -0.553 1.223  -0.269
C1 -0.577 -2.566 -0.595  -0.700
C2 0.265 1.858 2.273  -0.701
H1 0.428 1.349 -4.776  0.012



What is the formula in the third record?
C2HF6GdNO5S2